No. 1
Here is 3 unconnected molecules or ions with the total composition C23H22BBrClN4O5 in a non-equilibrium geometry from OMol25. Energies are from ωB97M-V/def2-TZVPD.

Structure (ORCA input):
```
! wB97M-V def2-TZVPD RIJCOSX def2/J DEFGRID3
* xyz 1 1
C 4.83193 1.48297 -1.40896
C 4.14436 0.24840 -0.72174
Br 5.36081 -0.81244 0.40434
C 3.30743 -0.65300 -1.75009
N 2.07670 0.13027 -2.04355
C 1.90187 0.91919 -3.18637
C 0.59793 1.52813 -3.04952
Cl -0.24590 2.66106 -4.08499
N 0.11632 1.02988 -1.83858
C -1.13355 1.27158 -1.11575
C -2.40086 0.58833 -1.36729
C -3.55215 0.89584 -0.55116
N -3.71359 1.79774 0.46574
C -2.52274 2.43806 0.63232
C -1.24657 2.25915 -0.03690
C 0.99567 0.15977 -1.20782
B 0.75396 -0.61942 0.18448
N 0.19310 -1.99281 0.26611
O 1.05851 0.04013 1.39010
H 4.21201 1.95393 -2.21355
H 5.80183 1.17474 -1.89231
H 5.04497 2.29101 -0.65552
H 3.37121 0.67851 -0.02173
H 3.07580 -1.62642 -1.25376
H 3.95250 -0.77905 -2.65144
H 2.62216 1.04470 -4.01894
H -2.46427 -0.19540 -2.15685
H -4.48485 0.32023 -0.79690
H -2.54647 3.23835 1.42031
H -0.36270 2.86806 0.26080
H -0.48218 -1.98123 1.04361
H 0.93483 -2.62742 0.60340
H 1.54098 -0.63341 1.91280
C -2.39655 -5.04822 -0.80377
C -1.78426 -4.07563 -1.47715
C -1.97562 -3.91366 -2.93562
O -1.41386 -3.02418 -3.54906
C -2.87343 -4.87144 -3.61881
C -3.48625 -5.84481 -2.94667
C -3.29590 -6.00816 -1.48626
O -3.85431 -6.89184 -0.87281
H -2.26841 -5.18287 0.26321
H -1.12318 -3.36266 -0.99806
H -3.00136 -4.73631 -4.68546
H -4.14568 -6.55463 -3.42990
C 0.35848 3.08358 6.03834
C 0.20605 4.36054 5.68871
C -0.08935 4.74323 4.28870
O -0.22486 5.90419 3.96554
C -0.21031 3.65081 3.29546
C -0.06188 2.37956 3.64433
C 0.23557 1.99463 5.04293
O 0.37087 0.82976 5.35859
H 0.57598 2.78463 7.05584
H 0.29133 5.16986 6.40269
H -0.42469 3.93932 2.27425
H -0.14741 1.57485 2.92467
*
```

Properties
highest occupied orbital energy	-12.248	eV

No. 2
Here is a molecular structure, C23H22BeFN4OSe in a non-equilibrium geometry from OMol25. Energies are from ωB97M-V/def2-TZVPD.

Structure (ORCA input):
```
! wB97M-V def2-TZVPD RIJCOSX def2/J DEFGRID3
* xyz 1 1
Be 0.06165 0.08081 0.74110
Se -6.05678 -3.13653 -1.45240
N -5.77810 -1.67780 -0.34192
C -4.48897 -1.68403 -0.11591
C -3.83364 -0.56359 0.54442
C -4.51830 0.50161 1.06377
C -3.79299 1.51168 1.75136
C -2.39535 1.41103 1.80444
N -1.67223 0.47351 1.16132
C -2.38695 -0.59995 0.70883
C -1.63929 -1.71117 0.28007
N -0.26190 -1.62859 0.47137
C 0.47242 -2.75727 0.30885
C -0.01782 -3.89372 -0.28692
C -1.36545 -3.90255 -0.60426
C -2.20734 -2.84551 -0.29984
C -3.63577 -2.83083 -0.60838
N -4.16717 -3.69468 -1.42706
H -5.62682 0.59342 0.86370
H -4.19974 2.30689 2.37714
H -1.86536 2.22046 2.33392
H 1.48252 -2.71999 0.71903
H 0.62517 -4.76343 -0.38075
H -1.78159 -4.78957 -1.07779
C -0.08821 3.19169 -0.68972
C -0.64372 1.92707 -1.28455
O 0.16059 0.73368 -0.94560
C 1.35933 0.61425 -1.80364
C 1.80915 -0.77740 -2.11316
H -0.91756 4.02328 -0.74721
H 0.76297 3.57827 -1.28310
H 0.20883 3.09395 0.34356
H -0.51129 1.97161 -2.35667
H -1.60961 1.70000 -0.94319
H 2.13590 1.22040 -1.35940
H 1.10371 1.13517 -2.73369
H 2.46500 -1.17152 -1.33675
H 2.37612 -0.69878 -3.03771
H 1.01151 -1.57043 -2.23771
F 6.23717 2.08771 -0.55827
C 5.06177 1.65494 0.09866
C 4.15355 2.58767 0.60024
C 3.02529 2.16304 1.23361
C 2.73074 0.81384 1.32565
C 1.40871 0.32316 1.79607
C 3.72343 -0.14202 0.99460
C 4.93235 0.29233 0.42356
H 4.31859 3.66020 0.42511
H 2.35483 2.92696 1.69074
H 0.80519 1.03717 2.34572
H 1.42889 -0.63442 2.25945
H 3.61122 -1.20090 1.24837
H 5.63531 -0.44108 0.11096
*
```

Properties
highest occupied orbital energy	-10.035	eV

No. 3
Here is C23H22BrN3O2 in the gas phase from OMol25. Energies are from ωB97M-V/def2-TZVPD.

Structure (ORCA input):
```
! wB97M-V def2-TZVPD RIJCOSX def2/J DEFGRID3
* xyz 0 1
C -5.37745 -2.44036 -0.12299
H -5.38935 -3.36474 -0.69485
H -6.29766 -1.89385 -0.31343
H -5.32040 -2.68832 0.93495
C -4.17529 -1.59151 -0.51684
N -4.24413 -0.30456 0.15625
C -3.18410 0.58354 0.08567
C -2.39692 0.72238 -1.06097
C -1.38337 1.65887 -1.11559
C -1.14041 2.46988 -0.02232
C -1.90922 2.35898 1.12384
C -2.92019 1.42295 1.17267
H -3.51746 1.33052 2.06802
H -1.71478 2.99648 1.97240
Br 0.25358 3.76558 -0.10045
H -0.78350 1.75792 -2.00694
H -2.58004 0.10845 -1.92854
H -4.59932 -0.39876 1.10004
H -4.17406 -1.42616 -1.59944
C -2.87031 -2.26514 -0.05071
O -2.63007 -2.39603 1.13050
N -2.01126 -2.58848 -1.05587
N -0.66679 -2.80342 -1.00963
C -0.01358 -2.84807 0.08180
C 1.43748 -2.96435 0.03665
C 2.06251 -3.73544 -0.94056
C 3.43401 -3.89144 -0.95091
C 4.20449 -3.27031 0.01932
C 3.60437 -2.47009 0.97337
C 2.22532 -2.30104 0.99012
O 1.69140 -1.48739 1.95973
C 0.98414 -0.33330 1.50534
C 1.80707 0.47066 0.53518
C 1.64529 0.29518 -0.83308
C 2.43784 0.99590 -1.72479
C 3.40212 1.87190 -1.25759
C 3.57470 2.04356 0.10502
C 2.78273 1.34383 0.99719
H 2.91446 1.47698 2.06108
H 4.32317 2.72894 0.47330
H 4.01555 2.42309 -1.95446
H 2.30076 0.85768 -2.78746
H 0.89346 -0.38948 -1.20034
H 0.78390 0.23289 2.41846
H 0.02626 -0.60959 1.04537
H 4.19191 -1.95816 1.71977
H 5.27692 -3.39529 0.02344
H 3.90305 -4.50049 -1.70883
H 1.44245 -4.22509 -1.67550
H -0.46287 -2.77899 1.06997
H -2.32820 -2.50820 -2.01362
*
```

Properties
highest occupied orbital energy	-8.052	eV
SMILES	C[C@@H](Nc1ccc(Br)cc1)C(=O)N/N=C/c1ccccc1OCc1ccccc1